Below is C3H8N4 in the gas phase at a distorted geometry, with properties calculated with wB97M-V/def2-TZVPD.

Geometry as XYZ:
```
15
Properties=species:S:1:pos:R:3:forces:R:3
N -0.2094 -1.0065 0.7106 0.8 0.1 -0.6
H 1.0196 -2.0693 -1.1773 -0.3 0.8 0.0
C -1.2919 -0.7717 2.6544 -1.0 0.1 0.6
N -0.1660 1.0182 -0.4890 0.4 -1.4 0.0
C 0.1484 -0.3285 -0.3435 -0.5 0.8 1.0
H -1.4894 -1.8726 2.7460 0.5 0.9 -0.4
H -0.4741 1.4253 0.3735 -0.1 0.3 0.3
H 1.3503 2.3126 -0.8889 -1.2 -0.6 -0.7
N -0.6928 -0.1746 1.7088 -0.5 -0.3 0.2
C 0.8607 -0.9969 -1.4397 1.1 -1.5 -0.5
H 0.2799 -0.9741 -2.3606 0.1 0.2 -0.1
H 1.8790 -0.5916 -1.6454 -0.9 0.1 0.2
H -0.0315 2.3667 -1.8656 -0.3 0.8 -0.5
H -1.7770 -0.1080 3.3984 0.6 -0.5 -0.3
N 0.5943 1.7709 -1.3818 1.5 0.2 0.9
```
Positions in Å, forces in eV/Å.

Output
gap between HOMO and LUMO = 9.6 eV
calculated total energy = -338.0544 hartree
SMILES = C=N/N=C(/C)NN
LUMO energy = 1.0225 eV
total charge = 0
energy relative to the best compared isomer or geometry (same formula, charge and spin) = 2.705 eV

Löwdin atomic charge list, values in e, 4 entries:
1 N 0.014
2 H 0.087
3 C -0.064
4 N -0.060